ORCA calculation (ωB97M-V/def2-TZVPD) on a structure of composition C25H28LiN4OS.

Atoms and positions in Å:
Li1 -16.259200 1.225150 9.849212
N1 -19.823211 2.980341 12.150365
C1 -18.861638 2.348056 11.398147
S1 -17.253670 2.277744 11.928947
N2 -19.452462 1.833325 10.255577
N3 -18.581825 1.243755 9.446389
C2 -18.928189 0.441164 8.463747
C3 -20.349084 0.377421 8.052059
C4 -20.906634 -0.864974 7.683357
C5 -22.264240 -0.983462 7.480797
C6 -23.116444 0.102616 7.626949
C7 -22.568121 1.369496 7.957011
C8 -21.179798 1.504588 8.213417
C9 -17.836534 -0.293094 7.807623
C10 -17.964208 -0.992883 6.581404
C11 -16.854402 -1.563739 5.981285
C12 -15.636733 -1.445778 6.640828
C13 -15.534772 -0.707599 7.831110
N4 -16.585993 -0.101238 8.370925
H1 -19.636049 3.465102 13.015702
H2 -20.791279 2.868199 11.814919
H3 -20.315542 -1.790532 7.658812
H4 -22.692661 -1.954985 7.229107
H5 -24.181890 0.024949 7.466199
H6 -23.195609 2.236971 8.040620
H7 -20.782021 2.470406 8.545949
H8 -18.949693 -1.044172 6.066882
H9 -16.956168 -2.105059 5.039756
H10 -14.744039 -1.999620 6.321274
H11 -14.562442 -0.638914 8.362953
C14 -14.505309 -0.402332 13.260340
C15 -13.484663 -1.017057 12.305172
C16 -14.125724 -1.943059 11.266654
C17 -12.550587 -0.003759 11.685179
C18 -11.174710 -0.103629 11.840807
C19 -10.324223 0.874394 11.329617
C20 -10.835992 1.934669 10.624904
C21 -12.199149 2.040319 10.348139
C22 -12.757144 3.159736 9.483802
C23 -13.792630 3.993856 10.185361
C24 -13.270559 2.681572 8.103650
C25 -13.107165 1.027979 10.823265
O1 -14.355590 1.095110 10.524248
H12 -15.060999 -1.190797 13.738624
H13 -15.264961 0.174266 12.739836
H14 -14.037862 0.257723 13.990909
H15 -12.791938 -1.633680 12.907106
H16 -15.024955 -1.500245 10.756959
H17 -14.487703 -2.813317 11.803423
H18 -13.415785 -2.307689 10.529525
H19 -10.739512 -0.928708 12.424207
H20 -9.266952 0.822962 11.500886
H21 -10.167320 2.686593 10.242428
H22 -11.880652 3.791114 9.290526
H23 -14.713804 3.438796 10.374751
H24 -14.108362 4.862769 9.633352
H25 -13.437403 4.389485 11.161122
H26 -14.061163 1.932707 8.249426
H27 -12.444900 2.291787 7.489139
H28 -13.729836 3.496136 7.553725

Cartesian forces, eV/Å:
0.32 -0.01 0.76
-0.62 -0.35 -0.57
-0.79 0.18 -0.48
-0.36 0.08 -0.26
0.71 0.21 0.43
0.97 -1.04 0.50
-0.69 1.52 0.66
0.03 -0.78 0.32
0.11 0.22 0.37
-0.81 -0.31 -0.13
0.74 1.48 0.09
1.10 -1.22 0.00
-1.20 -0.41 -0.73
1.55 0.82 -0.58
-1.02 0.41 0.11
0.23 0.11 0.58
0.84 -0.58 0.23
-0.14 -0.42 -0.48
-0.88 -0.78 -0.51
0.22 -0.38 -0.32
0.98 0.22 0.37
-0.04 0.66 -0.04
0.14 0.18 0.06
-0.06 -0.16 -0.02
-0.27 0.19 0.07
-0.14 -0.67 -0.33
0.89 0.08 0.60
0.11 0.14 0.27
-0.42 0.42 -0.14
-0.79 0.21 -0.31
-0.16 0.15 -0.50
0.89 0.08 -0.12
-1.13 0.20 0.08
-0.51 0.50 -0.95
-0.16 0.20 0.32
0.25 -0.47 0.31
-0.99 0.21 -0.44
-0.41 -0.69 -0.06
0.84 -0.17 -0.43
-0.61 0.39 1.24
0.06 -0.26 0.41
0.83 0.36 0.42
-0.80 -0.50 -0.26
-0.12 -0.44 0.60
0.14 0.22 -0.29
0.06 -0.15 0.09
-0.37 -0.09 -0.04
1.01 -0.16 0.40
-0.23 -0.40 0.07
0.15 0.17 -0.15
-0.30 0.29 -0.18
0.42 -0.13 0.09
0.21 0.31 -0.13
-0.09 0.20 -0.11
0.22 -0.13 0.15
0.10 0.48 -0.63
-0.08 -0.42 -0.44
0.41 -0.03 -0.11
-0.31 -0.12 0.23
-0.01 0.37 -0.10

The value obtained for the highest occupied orbital energy is -3.613 eV. The lowest unoccupied orbital energy comes out at 0.087 Ha. The electronic energy comes out at -1669.56298 Ha. As for the charge: -1. Its molar mass is 439.53 g mol⁻¹.